{
  "formula": "C20H31N3O2PdS2",
  "method": "ωB97M-V/def2-TZVPD",
  "elements": ["Pd", "N", "C", "C", "N", "C", "C", "N", "H", "H", "H", "H", "H", "H", "H", "H", "H", "H", "H", "H", "H", "O", "S", "C", "C", "C", "C", "S", "O", "C", "C", "C", "C", "C", "C", "C", "C", "C", "C", "C", "C", "H", "H", "H", "H", "H", "H", "H", "H", "H", "H", "H", "H", "H", "H", "H", "H", "H", "H"],
  "positions_angstrom": [[-0.216, 1.401, -0.294], [2.084, 1.416, -0.454], [2.708, 2.474, 0.334], [2.195, 3.858, -0.062], [0.764, 4.020, 0.064], [0.234, 4.493, 1.328], [0.218, 3.443, 2.431], [-0.488, 2.233, 2.035], [2.237, 0.504, -0.031], [2.423, 1.410, -1.407], [3.801, 2.473, 0.247], [2.467, 2.266, 1.374], [2.459, 4.027, -1.109], [2.741, 4.607, 0.531], [0.362, 4.520, -0.710], [-0.796, 4.812, 1.144], [0.781, 5.371, 1.711], [-0.207, 3.916, 3.326], [1.243, 3.174, 2.690], [-1.496, 2.363, 1.963], [-0.327, 1.486, 2.697], [-3.417, 1.669, 1.584], [-3.485, 0.231, 1.181], [-2.123, -0.620, 2.069], [-2.144, -2.136, 1.843], [-0.980, -2.622, 0.959], [0.253, -3.054, 1.758], [1.824, -2.345, 1.185], [1.642, -0.863, 1.229], [1.726, -2.840, -0.535], [2.151, -4.119, -0.871], [2.106, -4.525, -2.195], [1.664, -3.642, -3.173], [1.259, -2.361, -2.825], [1.282, -1.949, -1.499], [-2.795, 0.106, -0.463], [-2.136, 1.228, -1.031], [-1.448, 1.033, -2.250], [-1.520, -0.211, -2.907], [-2.266, -1.239, -2.386], [-2.918, -1.076, -1.154], [-2.294, -0.347, 3.111], [-1.187, -0.191, 1.702], [-3.092, -2.437, 1.391], [-2.124, -2.647, 2.808], [-0.716, -1.814, 0.273], [-1.309, -3.455, 0.337], [0.398, -4.136, 1.761], [0.211, -2.720, 2.798], [2.525, -4.789, -0.105], [2.432, -5.521, -2.466], [1.641, -3.953, -4.209], [0.917, -1.674, -3.586], [0.954, -0.947, -1.227], [-2.300, 2.211, -0.619], [-1.031, 1.886, -2.767], [-1.026, -0.332, -3.863], [-2.355, -2.175, -2.922], [-3.506, -1.890, -0.745]],
  "lowdin_charge": [0.51, -0.05, -0.26, -0.23, -0.10, -0.23, -0.26, 0.00, 0.02, 0.08, 0.11, 0.09, 0.11, 0.11, 0.10, 0.12, 0.11, 0.11, 0.09, 0.04, 0.07, -0.54, 0.97, -0.33, -0.23, -0.23, -0.32, 0.98, -0.55, -0.39, -0.09, -0.08, -0.08, -0.07, -0.07, -0.40, -0.29, -0.16, -0.13, -0.11, -0.13, 0.09, 0.05, 0.09, 0.11, 0.08, 0.12, 0.09, 0.09, 0.11, 0.10, 0.10, 0.10, 0.08, 0.09, 0.09, 0.09, 0.10, 0.10],
  "relative_energy_ev": 0.000,
  "e_tot_ev": -54956.91542,
  "homo_energy_ev": -6.2,
  "multiplicity": 1,
  "orbital_gap_ev": 6.74
}

=====

{
  "formula": "C20H31N3O4S",
  "method": "ωB97M-V/def2-TZVPD",
  "elements": ["C", "C", "O", "C", "C", "C", "C", "N", "C", "C", "C", "O", "N", "N", "C", "C", "C", "C", "C", "C", "C", "C", "S", "C", "O", "O", "C", "C", "H", "H", "H", "H", "H", "H", "H", "H", "H", "H", "H", "H", "H", "H", "H", "H", "H", "H", "H", "H", "H", "H", "H", "H", "H", "H", "H", "H", "H", "H", "H"],
  "positions_angstrom": [[4.828, 5.841, 1.227], [4.647, 5.286, -0.183], [3.338, 4.808, -0.418], [2.946, 3.614, 0.106], [1.607, 3.278, -0.105], [1.093, 2.086, 0.358], [1.904, 1.208, 1.073], [1.451, -0.032, 1.570], [0.187, -0.215, 2.254], [-0.235, 1.021, 3.044], [-0.902, -0.662, 1.272], [-0.889, -0.351, 0.092], [-1.857, -1.413, 1.842], [-3.037, -1.841, 1.240], [-3.027, -2.656, 0.264], [-4.394, -2.981, -0.269], [-4.908, -1.929, -1.262], [-4.156, -1.885, -2.591], [-2.693, -1.443, -2.455], [-1.676, -2.562, -2.668], [-1.853, -3.764, -1.742], [-1.832, -3.397, -0.260], [1.992, -1.358, 0.710], [1.795, -0.962, -1.043], [1.131, -2.455, 1.061], [3.394, -1.520, 0.959], [3.241, 1.528, 1.267], [3.764, 2.715, 0.786], [4.673, 5.065, 1.972], [5.832, 6.241, 1.337], [4.109, 6.636, 1.404], [5.389, 4.506, -0.395], [4.776, 6.088, -0.916], [0.989, 3.970, -0.655], [0.069, 1.822, 0.147], [0.363, -1.045, 2.950], [0.592, 1.357, 3.664], [-1.080, 0.777, 3.684], [-0.522, 1.832, 2.381], [-1.889, -1.497, 2.848], [-5.082, -2.993, 0.579], [-4.398, -3.966, -0.734], [-5.961, -2.142, -1.461], [-4.849, -0.950, -0.783], [-4.687, -1.184, -3.240], [-4.209, -2.863, -3.074], [-2.529, -1.000, -1.473], [-2.479, -0.663, -3.190], [-1.734, -2.913, -3.702], [-0.679, -2.145, -2.514], [-1.030, -4.460, -1.925], [-2.775, -4.290, -1.992], [-1.808, -4.328, 0.321], [-0.910, -2.864, -0.028], [0.772, -0.642, -1.194], [2.014, -1.869, -1.591], [2.502, -0.180, -1.288], [3.872, 0.823, 1.784], [4.809, 2.923, 0.951]],
  "lowdin_charge": [-0.06, -0.25, -0.05, -0.26, 0.02, -0.02, -0.30, -0.14, -0.29, -0.01, -0.46, 0.04, 0.08, 0.11, -0.29, -0.14, -0.19, -0.20, -0.20, -0.19, -0.19, -0.11, 0.65, -0.09, -0.29, -0.29, 0.00, -0.01, 0.07, 0.08, 0.08, 0.12, 0.12, 0.12, 0.11, 0.15, 0.09, 0.08, 0.08, 0.15, 0.12, 0.11, 0.11, 0.11, 0.11, 0.11, 0.08, 0.11, 0.11, 0.10, 0.11, 0.10, 0.14, 0.08, 0.04, 0.07, 0.07, 0.12, 0.11],
  "relative_energy_ev": 3.468,
  "smiles": "CCOc1ccc(N([C@@H](C)C(=O)NN=C2CCCCCCC2)S(C)(=O)=O)cc1",
  "e_tot_ev": -44737.87532,
  "homo_energy_ev": -8.4,
  "multiplicity": 1,
  "orbital_gap_ev": 9.11
}

=====

{
  "formula": "C20H31N3O5P2S2",
  "method": "ωB97M-V/def2-TZVPD",
  "elements": ["C", "O", "C", "P", "N", "C", "S", "O", "C", "N", "O", "C", "O", "C", "C", "C", "C", "C", "C", "P", "S", "H", "H", "H", "H", "H", "H", "H", "H", "H", "H", "H", "H", "H", "C", "C", "C", "C", "C", "C", "N", "O", "C", "C", "C", "H", "H", "H", "H", "H", "H", "H", "H", "H", "H", "H", "H", "H", "H", "H", "H", "H", "H"],
  "positions_angstrom": [[1.364, -2.606, 2.384], [0.680, -1.479, 1.853], [-0.173, -1.862, 0.748], [-1.704, -0.693, 0.654], [-0.904, 0.403, 1.900], [-1.088, 1.564, 1.646], [-1.462, 3.140, 1.680], [-2.498, -1.823, -0.466], [-1.846, -1.918, -1.606], [-1.402, -1.701, -2.657], [-3.121, 0.351, 0.760], [-4.018, 0.191, -0.258], [-3.863, 0.652, -1.364], [-5.337, -0.563, -0.011], [-5.798, -1.531, -0.950], [-7.032, -2.217, -0.774], [-7.841, -1.934, 0.367], [-7.384, -0.996, 1.343], [-6.150, -0.335, 1.133], [-2.628, -1.896, 2.339], [-1.988, -1.383, 4.119], [0.651, -3.166, 3.030], [1.758, -3.296, 1.601], [2.238, -2.277, 2.990], [-0.462, -2.925, 0.944], [0.495, -1.786, -0.150], [-1.147, 0.058, -0.418], [-5.171, -1.741, -1.831], [-7.330, -2.925, -1.562], [-8.813, -2.438, 0.493], [-8.025, -0.793, 2.216], [-5.794, 0.393, 1.881], [-2.563, -3.291, 2.076], [-4.017, -1.563, 2.309], [3.002, -0.014, -2.393], [3.185, 0.180, -0.871], [1.945, 0.877, -0.276], [1.868, 2.366, -0.606], [3.152, 3.083, -0.206], [4.421, 2.441, -0.802], [4.441, 0.953, -0.589], [4.776, 0.735, 0.567], [4.516, 2.774, -2.309], [5.659, 3.130, -0.200], [3.249, -1.259, -0.332], [3.915, -0.397, -2.854], [2.211, -0.738, -2.590], [2.704, 0.888, -2.921], [1.945, 0.764, 0.815], [1.040, 0.379, -0.632], [1.661, 2.511, -1.670], [1.025, 2.809, -0.071], [3.095, 4.129, -0.510], [3.221, 3.087, 0.888], [5.268, 2.157, -2.805], [4.808, 3.813, -2.453], [3.574, 2.665, -2.840], [5.681, 3.080, 0.889], [5.664, 4.187, -0.460], [6.581, 2.688, -0.584], [4.133, -1.781, -0.707], [2.374, -1.820, -0.653], [3.261, -1.301, 0.758]],
  "lowdin_charge": [-0.14, -0.33, -0.33, 0.55, -0.09, -0.86, 0.62, -0.24, -0.44, 0.15, -0.25, -0.50, 0.12, -0.13, -0.03, -0.07, -0.09, -0.08, -0.05, 0.32, 0.06, 0.08, 0.08, 0.09, 0.08, 0.07, 0.07, 0.12, 0.10, 0.10, 0.10, 0.12, -0.04, -0.05, -0.01, -0.42, -0.10, -0.15, -0.10, -0.44, 0.09, 0.21, -0.02, -0.02, -0.02, 0.10, 0.10, 0.07, 0.14, 0.12, 0.12, 0.09, 0.14, 0.14, 0.10, 0.10, 0.07, 0.09, 0.10, 0.10, 0.10, 0.08, 0.08],
  "e_tot_ev": -76191.70641,
  "homo_energy_ev": -7.0,
  "multiplicity": 1,
  "orbital_gap_ev": 2.20
}

=====

{
  "formula": "C20H31N3O5S",
  "method": "ωB97M-V/def2-TZVPD",
  "elements": ["C", "C", "O", "C", "O", "N", "C", "C", "N", "C", "O", "C", "C", "C", "C", "C", "C", "S", "O", "O", "N", "C", "C", "C", "C", "C", "C", "C", "C", "H", "H", "H", "H", "H", "H", "H", "H", "H", "H", "H", "H", "H", "H", "H", "H", "H", "H", "H", "H", "H", "H", "H", "H", "H", "H", "H", "H", "H", "H", "H"],
  "positions_angstrom": [[-3.886, -4.060, 1.917], [-3.012, -3.599, 0.765], [-3.174, -2.187, 0.621], [-2.523, -1.640, -0.424], [-1.820, -2.267, -1.183], [-2.774, -0.314, -0.555], [-2.021, 0.454, -1.520], [-0.987, 1.329, -0.797], [-1.659, 2.157, 0.176], [-1.784, 3.508, 0.208], [-2.466, 4.054, 1.057], [-1.002, 4.339, -0.793], [0.349, 4.747, -0.174], [1.193, 3.541, 0.115], [2.081, 3.053, -0.837], [2.811, 1.902, -0.596], [2.641, 1.231, 0.598], [3.563, -0.265, 0.932], [4.690, -0.312, 0.043], [3.796, -0.335, 2.347], [2.428, -1.446, 0.594], [2.523, -2.327, -0.573], [3.792, -3.184, -0.507], [2.535, -1.449, -1.823], [1.288, -3.232, -0.577], [1.776, 1.708, 1.565], [1.058, 2.865, 1.325], [-2.383, 1.369, 1.156], [-3.425, 0.494, 0.453], [-4.928, -3.829, 1.713], [-3.779, -5.133, 2.048], [-3.592, -3.559, 2.835], [-1.955, -3.818, 0.954], [-3.297, -4.088, -0.173], [-2.716, 1.086, -2.083], [-1.529, -0.245, -2.198], [-0.273, 0.681, -0.273], [-0.433, 1.925, -1.517], [-1.586, 5.244, -0.971], [-0.851, 3.832, -1.744], [0.149, 5.293, 0.749], [0.866, 5.412, -0.868], [2.208, 3.583, -1.770], [3.522, 1.524, -1.312], [2.256, -1.958, 1.446], [4.668, -2.543, -0.468], [3.859, -3.825, -1.382], [3.779, -3.811, 0.383], [3.447, -0.861, -1.848], [2.490, -2.072, -2.712], [1.676, -0.783, -1.817], [1.350, -3.931, -1.406], [1.231, -3.802, 0.348], [0.376, -2.654, -0.692], [1.697, 1.174, 2.498], [0.386, 3.252, 2.077], [-1.671, 0.735, 1.696], [-2.866, 2.058, 1.850], [-4.164, 1.133, -0.041], [-3.929, -0.155, 1.166]],
  "lowdin_charge": [-0.06, -0.22, -0.01, -0.54, 0.08, -0.03, -0.10, -0.12, -0.05, -0.47, 0.05, -0.08, -0.13, -0.23, -0.03, -0.05, -0.28, 0.66, -0.29, -0.29, -0.07, -0.64, -0.04, -0.04, -0.03, -0.05, -0.02, -0.10, -0.10, 0.08, 0.08, 0.08, 0.12, 0.13, 0.13, 0.13, 0.13, 0.11, 0.12, 0.11, 0.13, 0.12, 0.12, 0.11, 0.11, 0.07, 0.09, 0.09, 0.06, 0.09, 0.08, 0.09, 0.08, 0.06, 0.12, 0.13, 0.14, 0.12, 0.14, 0.13],
  "relative_energy_ev": 0.000,
  "smiles": "CCOC(=O)N1CCN(C(=O)CCc2ccc(S(=O)(=O)NC(C)(C)C)cc2)CC1",
  "e_tot_ev": -46787.61274,
  "homo_energy_ev": -9.0,
  "multiplicity": 1,
  "orbital_gap_ev": 9.56
}